Density functional theory data (ωB97M-V/def2-TZVPD) for 14 unconnected molecules or ions with the total composition C73H187N13O23.

Values from the calculation:
E (a.u.): -5335.202864
Kohn-Sham gap (eV): 8.6472
Largest force on an atom (eV/Å): 3.2

```
! RIJCOSX wB97M-V def2-TZVPD def2/J DEFGRID3
* xyz 0 1
C 0.593 -2.695 -5.979
C -0.144 -3.790 -5.192
C 0.351 -3.852 -3.717
O -1.558 -3.533 -5.191
H 0.101 -2.524 -6.936
H 1.655 -2.910 -6.098
H 0.483 -1.717 -5.508
H 0.100 -4.775 -5.590
H -0.391 -4.404 -3.139
H 0.334 -2.834 -3.328
H 1.343 -4.271 -3.550
H -1.694 -2.836 -4.545
C -11.515 -5.331 0.802
O -11.767 -4.164 1.539
C -13.133 -3.756 1.634
C -13.021 -2.431 2.417
N -12.595 -1.342 1.480
C -12.019 -0.182 2.131
C -11.493 0.736 1.052
O -10.496 0.068 0.238
C -9.156 0.284 0.625
H -12.007 -5.316 -0.170
H -11.934 -6.166 1.364
H -10.453 -5.479 0.607
H -13.625 -4.545 2.203
H -13.591 -3.726 0.645
H -12.467 -2.486 3.354
H -14.054 -2.110 2.552
H -11.876 -1.714 0.875
H -11.239 -0.577 2.782
H -12.753 0.368 2.721
H -11.171 1.754 1.272
H -12.323 0.945 0.377
H -8.780 1.268 0.346
H -8.416 -0.366 0.158
H -9.084 0.093 1.696
C 7.065 -8.985 5.097
O 5.621 -9.154 4.906
C 4.835 -7.962 5.124
C 4.722 -7.075 3.865
N 4.008 -5.853 4.153
C 3.919 -4.864 3.037
C 2.983 -5.308 1.896
O 1.643 -5.194 2.287
C 1.056 -3.957 2.055
H 7.416 -8.227 4.396
H 7.452 -9.967 4.827
H 7.346 -8.739 6.121
H 5.116 -7.411 6.021
H 3.841 -8.343 5.359
H 4.183 -7.705 3.158
H 5.709 -6.934 3.425
H 3.039 -5.997 4.401
H 4.949 -4.743 2.702
H 3.546 -3.916 3.424
H 3.265 -6.336 1.668
H 3.275 -4.704 1.037
H 1.577 -3.158 2.582
H 0.046 -4.034 2.456
H 0.870 -3.728 1.005
C -5.245 0.852 0.562
O -3.843 0.615 0.436
C -3.245 1.284 -0.651
C -1.706 1.374 -0.561
N -1.077 0.088 -0.914
C 0.255 -0.145 -0.287
C 1.049 -1.246 -0.999
O 2.257 -1.392 -0.338
C 3.243 -2.259 -0.939
H -5.516 1.875 0.301
H -5.540 0.687 1.598
H -5.824 0.359 -0.219
H -3.545 2.332 -0.678
H -3.583 0.881 -1.606
H -1.470 1.738 0.439
H -1.408 2.113 -1.305
H -1.729 -0.638 -0.651
H 0.261 -0.364 0.780
H 0.845 0.768 -0.370
H 1.243 -0.890 -2.010
H 0.583 -2.231 -1.002
H 3.025 -3.327 -0.926
H 4.146 -2.195 -0.333
H 3.425 -1.910 -1.955
C 7.527 -0.002 -5.922
O 7.887 -0.765 -4.804
C 8.609 -1.952 -5.234
C 9.251 -2.693 -4.063
N 8.354 -3.540 -3.294
C 8.933 -4.324 -2.171
C 8.964 -3.591 -0.816
O 7.612 -3.374 -0.402
C 7.500 -2.670 0.824
H 6.919 0.876 -5.706
H 6.946 -0.563 -6.653
H 8.359 0.423 -6.485
H 9.343 -1.669 -5.988
H 7.824 -2.554 -5.690
H 9.655 -1.893 -3.445
H 10.080 -3.243 -4.508
H 7.636 -2.974 -2.863
H 9.861 -4.792 -2.498
H 8.173 -5.094 -2.038
H 9.490 -2.641 -0.917
H 9.406 -4.177 -0.010
H 7.991 -3.141 1.676
H 6.454 -2.431 1.017
H 7.904 -1.697 0.545
C -4.068 0.939 7.330
O -4.310 2.337 7.076
C -5.561 2.559 6.423
C -5.772 4.093 6.139
N -6.706 4.362 5.004
C -6.403 3.941 3.664
C -7.502 4.115 2.610
O -6.997 3.677 1.315
C -7.841 4.048 0.288
H -4.894 0.342 7.715
H -3.189 0.810 7.962
H -3.822 0.461 6.382
H -6.415 2.279 7.039
H -5.655 2.010 5.486
H -4.848 4.562 5.799
H -6.136 4.572 7.048
H -6.806 5.362 5.105
H -5.898 2.979 3.576
H -5.582 4.550 3.288
H -7.853 5.146 2.658
H -8.408 3.553 2.838
H -7.453 3.465 -0.548
H -7.803 5.137 0.293
H -8.857 3.712 0.497
C -0.731 7.210 -9.466
O -0.351 7.168 -8.080
C 0.643 6.228 -7.740
C 1.156 6.365 -6.361
N 1.925 5.292 -5.830
C 2.392 5.474 -4.398
C 3.095 4.227 -3.767
O 2.235 3.144 -3.570
C 2.796 1.975 -3.103
H -1.661 7.756 -9.622
H -0.866 6.160 -9.727
H 0.012 7.667 -10.119
H 1.457 6.313 -8.459
H 0.207 5.240 -7.889
H 0.279 6.485 -5.725
H 1.868 7.188 -6.421
H 1.501 4.385 -5.960
H 1.531 5.836 -3.835
H 3.045 6.340 -4.504
H 3.551 4.482 -2.811
H 3.966 4.042 -4.395
H 3.676 1.597 -3.622
H 2.129 1.116 -3.029
H 3.103 2.153 -2.072
C -3.344 -2.961 0.011
O -3.558 -2.086 -1.069
C -3.519 -2.665 -2.285
C -3.700 -1.746 -3.491
N -2.362 -1.104 -3.823
C -2.578 -0.278 -5.040
C -3.107 1.104 -4.762
O -2.095 1.819 -4.077
C -2.456 3.158 -3.718
H -2.308 -3.297 0.049
H -3.962 -3.855 -0.075
H -3.470 -2.473 0.978
H -4.256 -3.459 -2.406
H -2.663 -3.337 -2.345
H -4.470 -0.983 -3.380
H -3.908 -2.371 -4.360
H -2.231 -0.476 -3.043
H -3.184 -0.846 -5.746
H -1.661 -0.076 -5.594
H -4.062 0.962 -4.256
H -3.315 1.511 -5.751
H -1.685 3.667 -3.139
H -3.395 3.061 -3.174
H -2.681 3.685 -4.645
C 1.824 2.708 1.479
O 0.775 3.382 0.711
C 1.212 4.244 -0.341
C 0.070 5.091 -0.944
N -0.490 6.082 -0.061
C -1.747 6.634 -0.549
C -2.921 5.691 -0.724
O -4.015 6.561 -1.107
C -5.128 5.878 -1.547
H 2.228 2.034 0.724
H 1.336 2.161 2.286
H 2.576 3.426 1.806
H 1.521 3.563 -1.133
H 2.064 4.868 -0.069
H -0.690 4.416 -1.338
H 0.490 5.699 -1.744
H -0.627 5.705 0.865
H -1.569 7.222 -1.450
H -1.997 7.372 0.214
H -3.094 5.151 0.207
H -2.758 4.916 -1.473
H -5.562 5.356 -0.695
H -4.843 5.212 -2.362
H -5.900 6.582 -1.858
C 3.150 -0.518 4.682
O 4.275 -0.794 3.787
C 4.188 0.121 2.693
C 5.612 0.503 2.206
N 6.210 1.350 3.169
C 7.515 1.720 2.630
C 8.329 2.363 3.729
O 8.860 1.265 4.489
C 9.720 1.568 5.574
H 2.180 -0.685 4.214
H 3.365 0.343 5.315
H 3.248 -1.281 5.455
H 3.656 1.051 2.894
H 3.722 -0.374 1.842
H 5.482 0.937 1.214
H 6.128 -0.433 1.991
H 6.396 0.832 4.016
H 7.367 2.523 1.908
H 8.180 0.990 2.169
H 7.749 2.946 4.444
H 9.126 2.949 3.272
H 10.668 1.960 5.206
H 9.951 0.634 6.087
H 9.270 2.306 6.238
C -5.055 -1.586 3.409
C -5.595 -1.923 4.837
C -6.679 -0.989 5.368
O -6.836 -1.369 6.748
C -8.056 -0.776 7.294
N -6.102 -3.259 4.871
H -4.368 -2.360 3.067
H -4.531 -0.632 3.346
H -5.921 -1.412 2.771
H -4.746 -1.824 5.512
H -7.603 -1.167 4.818
H -6.435 0.067 5.258
H -8.172 -1.072 8.336
H -8.943 -1.057 6.726
H -7.988 0.311 7.259
H -6.785 -3.290 5.614
H -5.334 -3.862 5.130
C 3.019 -7.369 -5.044
C 4.461 -7.132 -5.392
C 5.042 -5.830 -4.692
O 4.132 -4.740 -4.774
C 4.682 -3.578 -4.080
N 5.221 -8.314 -4.961
H 2.695 -8.213 -5.653
H 2.317 -6.567 -5.272
H 2.896 -7.586 -3.983
H 4.455 -7.076 -6.480
H 5.981 -5.537 -5.161
H 5.239 -5.987 -3.632
H 5.673 -3.233 -4.372
H 4.473 -3.731 -3.021
H 4.112 -2.680 -4.317
H 6.183 -8.046 -4.813
H 4.966 -8.651 -4.044
C 6.404 0.113 -1.896
C 6.775 1.496 -2.543
C 6.681 2.719 -1.579
O 5.372 2.832 -1.059
C 5.123 3.821 -0.065
N 8.187 1.322 -2.905
H 5.399 0.125 -1.475
H 7.080 -0.075 -1.062
H 6.513 -0.682 -2.634
H 6.171 1.779 -3.405
H 6.931 3.691 -2.005
H 7.364 2.576 -0.742
H 4.065 4.063 0.040
H 5.622 4.732 -0.398
H 5.637 3.585 0.866
H 8.495 2.060 -3.522
H 8.189 0.451 -3.416
C -2.727 3.738 2.811
C -1.444 4.261 3.523
C -0.736 3.159 4.372
O 0.248 3.727 5.224
C 0.722 2.730 6.121
N -0.606 4.968 2.563
H -2.550 3.048 1.987
H -3.338 4.527 2.372
H -3.388 3.275 3.543
H -1.721 4.998 4.277
H -0.383 2.308 3.789
H -1.552 2.817 5.007
H 1.216 1.934 5.564
H 0.009 2.356 6.856
H 1.512 3.129 6.757
H 0.213 5.314 3.042
H -0.159 4.252 2.009
*
```

Density functional theory data (ωB97M-V/def2-TZVPD) for a molecular structure, C73H75GeN7O2SSr.

Values from the calculation:
E (a.u.): -5866.488813
Kohn-Sham gap (eV): 5.5675
Largest force on an atom (eV/Å): 1.9

```
! RIJCOSX wB97M-V def2-TZVPD def2/J DEFGRID3
* xyz -2 1
Sr 0.913 1.131 0.012
C -1.429 4.395 -5.352
C -2.137 4.168 -4.012
C -1.182 3.980 -2.876
C -0.791 4.888 -1.941
C -1.194 6.323 -1.817
C -0.183 7.279 -2.459
C 0.154 4.201 -1.067
N 0.286 2.915 -1.467
C -0.486 2.734 -2.562
C -0.579 1.552 -3.311
C 0.105 0.342 -3.138
C 0.007 -0.813 -4.031
C -0.833 -0.887 -5.269
C -2.308 -1.176 -4.989
C 0.830 -1.762 -3.516
C 1.461 -1.171 -2.336
C 2.467 -1.752 -1.558
C 3.219 -1.148 -0.533
N 3.062 0.122 -0.107
C 4.013 0.378 0.823
C 4.166 1.588 1.514
C 3.409 2.764 1.414
N 2.365 2.949 0.574
C 1.908 4.209 0.737
C 0.867 4.784 -0.013
C 2.693 4.879 1.765
C 3.635 3.983 2.178
C 4.653 4.158 3.261
C 4.164 3.584 4.594
C 2.526 6.303 2.195
C 3.229 7.282 1.248
C 4.830 -0.813 1.018
C 4.331 -1.765 0.178
C 4.811 -3.168 -0.026
C 5.740 -3.307 -1.236
C 5.993 -0.921 1.954
C 7.278 -0.324 1.372
N 0.982 0.078 -2.147
C 1.098 -3.134 -4.050
C 2.372 -3.201 -4.899
H -2.147 4.515 -6.166
H -0.778 3.552 -5.587
H -0.804 5.289 -5.308
H -2.783 3.289 -4.086
H -2.791 5.019 -3.801
H -1.313 6.578 -0.760
H -2.175 6.467 -2.279
H 0.805 7.141 -2.018
H -0.478 8.323 -2.327
H -0.096 7.078 -3.529
H -1.268 1.581 -4.147
H -0.425 -1.661 -5.928
H -0.740 0.057 -5.817
H -2.420 -2.179 -4.578
H -2.899 -1.106 -5.908
H -2.722 -0.500 -4.242
H 2.731 -2.776 -1.804
H 4.974 1.614 2.238
H 0.623 5.817 0.214
H 4.890 5.219 3.380
H 5.586 3.664 2.974
H 3.252 4.090 4.915
H 4.918 3.692 5.379
H 3.916 2.527 4.487
H 2.920 6.430 3.208
H 1.462 6.549 2.245
H 4.301 7.078 1.222
H 3.080 8.320 1.557
H 2.848 7.165 0.233
H 3.948 -3.828 -0.155
H 5.334 -3.513 0.871
H 5.232 -2.982 -2.145
H 6.068 -4.340 -1.374
H 6.623 -2.679 -1.111
H 6.164 -1.971 2.209
H 5.753 -0.409 2.891
H 7.554 -0.837 0.448
H 8.112 -0.405 2.074
H 7.132 0.729 1.130
H 0.242 -3.462 -4.645
H 1.181 -3.842 -3.219
H 2.278 -2.553 -5.772
H 2.570 -4.219 -5.246
H 3.234 -2.858 -4.326
S -1.817 3.747 3.424
C -2.764 3.938 1.986
C -3.840 4.785 1.746
C -4.468 4.706 0.514
C -4.038 3.791 -0.451
C -2.960 2.960 -0.214
C -2.309 3.040 1.013
N -1.231 2.259 1.396
C -0.879 2.470 2.622
C 0.179 1.739 3.356
C 0.322 1.982 4.728
C 1.258 1.279 5.462
C 2.049 0.337 4.806
C 1.896 0.134 3.441
C 0.960 0.813 2.630
H -4.183 5.476 2.506
H -5.316 5.348 0.306
H -4.559 3.712 -1.396
H -2.645 2.238 -0.956
H -0.311 2.706 5.235
H 1.373 1.458 6.525
H 2.787 -0.228 5.368
H 2.547 -0.605 2.972
O -4.188 0.271 -2.232
C -3.524 -0.473 -1.481
O -2.451 -1.067 -1.745
C -4.017 -0.621 -0.024
C -3.020 -1.403 0.822
Ge -2.858 -3.238 0.164
C -4.393 -4.156 1.088
C -5.185 -5.118 0.462
C -6.276 -5.697 1.103
C -6.603 -5.323 2.397
C -5.826 -4.372 3.045
C -4.742 -3.800 2.396
C -0.992 -4.380 2.270
C 0.479 -4.374 2.923
C 0.698 -5.226 4.078
C -0.312 -5.853 4.707
C -1.622 -5.929 4.092
C -1.891 -5.340 2.915
C -3.076 -3.926 -1.671
C -4.242 -3.621 -2.379
C -4.472 -4.134 -3.644
C -3.524 -4.952 -4.249
C -2.347 -5.235 -3.579
C -2.128 -4.725 -2.302
H -5.008 -1.090 -0.025
H -4.158 0.392 0.365
H -3.313 -1.474 1.869
H -2.044 -0.926 0.780
H -4.944 -5.433 -0.547
H -6.872 -6.440 0.586
H -7.456 -5.766 2.897
H -6.066 -4.074 4.059
H -4.143 -3.074 2.931
H 1.315 -4.213 2.253
H 1.720 -5.372 4.408
H -0.116 -6.448 5.590
H -2.352 -6.602 4.526
H -2.791 -5.603 2.377
H -4.983 -2.964 -1.939
H -5.379 -3.869 -4.173
H -3.694 -5.342 -5.245
H -1.588 -5.850 -4.049
H -1.191 -4.956 -1.813
N -0.186 -2.049 2.207
C -0.477 -3.212 3.002
C -1.136 -4.141 0.775
C -0.066 -3.219 0.291
N 0.377 -2.227 0.963
H 0.340 -1.336 2.702
H -0.890 -2.979 3.977
H -1.113 -5.093 0.244
H 0.342 -3.326 -0.709
*
```

Question: Which of these has the highest largest force on an atom?
Answer: C73H187N13O23